# 1
Formula: C30H23Cl3N4O4PdS
Source: the OMol25 dataset
Level of theory: ωB97M-V/def2-TZVPD

Geometry as XYZ:
```
66
Properties=species:S:1:pos:R:3:forces:R:3
Pd -0.006553 1.814147 0.046438 0.0 0.8 0.2
O 3.688501 -0.126017 3.858383 0.0 -0.1 0.0
C 4.646634 0.398548 3.100191 0.1 0.0 0.0
C 5.980059 0.342665 3.533006 -0.1 0.0 0.0
C 7.001528 0.868829 2.762914 0.1 0.0 0.0
C 6.725708 1.467110 1.538187 0.0 0.0 0.0
C 5.406741 1.537376 1.114689 -0.1 0.0 -0.1
C 4.359629 1.019662 1.864989 -0.1 0.1 -0.1
C 2.939515 1.182962 1.335518 0.3 -0.3 0.3
O 2.746316 1.869271 0.325894 0.1 0.1 -0.4
N 2.073553 0.557486 2.123936 -0.2 -0.4 -0.1
N 0.737663 0.431651 1.709930 0.4 0.5 -0.3
C -0.025134 0.255290 2.728067 -0.4 -0.4 0.4
C -1.456070 0.015651 2.783492 0.2 0.2 0.0
C -1.992242 -0.172772 4.061636 -0.1 0.0 0.1
C -3.346305 -0.309616 4.303390 0.0 0.0 0.0
C -4.214562 -0.229717 3.198551 -0.1 0.0 0.1
C -3.740346 -0.037832 1.930145 0.2 0.0 -0.2
C -2.323807 0.060976 1.625980 -0.2 -0.1 0.3
O -1.902664 0.180330 0.458712 -0.1 -0.1 -0.4
H 2.810076 -0.010765 3.236316 0.0 0.2 0.1
H 6.181398 -0.129133 4.487998 0.0 0.0 0.0
H 8.023995 0.811860 3.123861 0.0 0.0 0.0
H 7.522380 1.883238 0.933050 0.0 0.0 0.0
H 5.134505 2.008206 0.175892 0.0 0.0 0.0
H 0.443454 0.302798 3.721469 -0.1 -0.3 -0.2
H -1.298088 -0.195200 4.899732 0.0 0.0 0.0
H -3.722828 -0.455615 5.308330 0.0 0.0 0.0
H -5.287738 -0.317434 3.354384 0.0 0.0 0.0
H -4.415013 0.029616 1.082897 0.0 0.0 0.0
Cl 5.620630 4.463858 3.529432 0.0 0.0 0.0
C 3.931658 4.835156 3.349841 -0.1 0.0 0.0
C 3.194734 4.217741 2.356267 0.1 0.0 0.1
C 1.844071 4.501541 2.241466 0.1 0.0 0.0
C 1.210159 5.415290 3.087899 -0.1 0.0 0.0
C -0.255708 5.762840 2.949667 -0.1 0.0 -0.1
C -0.591672 6.442780 1.609917 0.2 0.1 0.1
N -0.341124 5.621382 0.454063 0.0 0.1 -0.1
C 0.707293 5.730991 -0.439020 0.1 -0.1 0.1
C 0.651081 4.615504 -1.224543 0.1 0.1 0.3
N -0.408738 3.832570 -0.835948 -0.1 -0.7 -0.6
C -0.985753 4.463090 0.159006 0.0 -0.2 0.3
O -1.195146 4.713583 3.128634 -0.1 0.0 0.0
C -0.787662 3.368127 3.381086 -0.1 0.0 0.1
C 0.036332 3.203294 4.627261 0.0 0.0 0.0
C -0.240240 3.715705 5.854534 0.0 0.0 0.1
Cl -1.618247 4.645716 6.316683 0.0 0.0 0.0
S 0.961621 3.347519 7.030962 0.0 0.0 0.0
C 1.868612 2.462604 5.866172 0.0 0.0 0.0
C 1.267775 2.472180 4.653367 0.0 0.1 0.0
C 1.997808 6.007081 4.074059 0.0 0.1 0.0
Cl 1.323722 7.155264 5.217494 0.0 0.0 0.0
C 3.344439 5.730420 4.224430 0.1 0.0 0.0
H 3.644869 3.495029 1.691443 0.0 0.1 -0.1
H 1.298547 3.936933 1.490691 -0.1 0.0 -0.1
H -0.497497 6.508860 3.710710 0.0 0.0 0.0
H 0.004441 7.351874 1.506971 0.0 0.0 0.0
H -1.646502 6.724786 1.642840 0.0 0.0 0.0
H 1.416964 6.538435 -0.372588 0.0 0.0 0.0
H 1.342238 4.285726 -1.981251 -0.1 0.1 -0.1
H -1.835218 4.109803 0.719148 -0.1 0.1 -0.1
H -0.271744 2.931653 2.519220 0.0 0.0 0.0
H -1.726595 2.819267 3.473965 0.0 0.0 0.0
H 2.796866 1.979138 6.125086 0.0 0.0 0.0
H 1.666868 1.974627 3.777384 0.1 0.1 0.1
H 3.916210 6.197568 5.012675 0.0 0.0 0.0
```
Positions in Å, forces in eV/Å.

Calculated values
- Total charge: -2
- E_LUMO: 3.92 eV
- Gap between HOMO and LUMO: 3.647 eV



# 2
Formula: C4H9N3O
Source: the OMol25 dataset
Level of theory: ωB97M-V/def2-TZVPD

Geometry as XYZ:
```
17
Properties=species:S:1:pos:R:3:forces:R:3
H -2.772022 1.100281 0.548191 0.2 0.1 0.0
N -2.226140 0.386194 0.070871 -0.4 -0.3 0.0
C -1.087254 0.767893 -0.340546 -0.3 0.0 -0.2
N -0.571805 2.028516 -0.243813 0.4 0.5 0.0
C -0.197826 -0.255979 -1.001264 0.2 0.0 0.4
C 0.508534 -0.978898 0.121275 0.4 0.2 0.0
N -0.280090 -1.973663 0.704561 -0.3 -0.3 -0.1
C 1.740546 -0.695931 0.541522 -0.1 -0.1 -0.1
O 2.609639 0.215654 -0.021505 -0.1 0.2 -0.3
H -1.052142 2.683585 0.352412 0.1 -0.1 0.0
H 0.429182 2.159757 -0.300622 -0.2 -0.1 0.0
H -0.818135 -0.971562 -1.535413 0.0 0.1 -0.1
H 0.484146 0.224482 -1.702736 0.0 0.0 -0.1
H 0.024023 -2.250851 1.625552 -0.1 0.0 0.0
H -1.260914 -1.712482 0.690998 0.1 0.0 0.2
H 2.198508 -1.206693 1.377468 0.0 0.0 0.0
H 2.271750 0.479697 -0.886951 0.2 -0.1 0.1
```
Positions in Å, forces in eV/Å.

Calculated values
- E_LUMO: 0.68 eV
- Gap between HOMO and LUMO: 8.297 eV
- SMILES string: [H]/N=C(\N)C/C(N)=C\O



# 3
Formula: C26H32ClO4Yb
Source: the OMol25 dataset
Level of theory: ωB97M-V/def2-TZVPD

Geometry as XYZ:
```
64
Properties=species:S:1:pos:R:3:forces:R:3
O 0.113683 -0.245296 -4.201783 -0.3 0.4 -3.0
C -0.026546 1.016512 -4.900263 -0.1 0.5 -0.3
C -0.094714 0.381252 -6.282172 0.2 -0.1 0.6
H 0.863922 1.649356 -4.797927 -0.3 -0.1 0.3
H -0.953534 1.529668 -4.615740 0.4 0.0 0.0
C 0.045822 -0.939584 -5.489048 0.1 -0.2 -0.6
H 0.773628 0.658883 -6.885043 -0.4 -0.2 -0.2
H -1.066326 0.519375 -6.767898 0.4 -0.1 -0.2
C 1.313814 -1.725060 -5.744160 -0.1 -0.1 0.0
H 2.212222 -1.144229 -5.507928 -0.2 -0.1 -0.1
H 1.320678 -2.018215 -6.798123 0.2 0.0 0.1
H 1.302546 -2.632064 -5.131397 0.2 0.1 -0.1
C -1.184830 -1.802998 -5.617176 0.0 -0.2 0.1
H -2.101712 -1.243462 -5.397657 0.2 -0.1 0.0
H -1.111190 -2.688849 -4.977780 -0.1 0.2 0.0
H -1.228278 -2.141496 -6.653756 -0.1 -0.1 0.0
Yb -0.675872 -0.724962 1.498978 1.3 -0.9 1.4
C -3.038290 -1.184522 2.543227 0.1 0.5 -0.1
C -2.823852 0.220102 2.699489 -0.6 -0.2 -0.5
C -2.866475 0.821715 1.411250 0.1 -0.6 0.1
H -2.725172 0.764007 3.635804 0.1 -0.3 -0.3
C -3.102486 -0.217052 0.455166 0.4 -0.1 0.1
C -3.177152 -1.457763 1.152928 -0.1 0.3 0.0
H -3.355760 -2.435338 0.699619 0.0 0.4 0.2
H -3.131458 -1.903961 3.357681 0.2 0.2 -0.3
H -2.766904 1.886812 1.201882 0.0 -0.3 0.1
H -3.257222 -0.071621 -0.615711 0.2 -0.1 0.4
C 0.965901 -2.586549 2.939861 0.2 -0.3 -0.6
C 0.114264 -3.344490 2.083282 0.0 0.5 0.2
C 0.537306 -3.130283 0.740404 -0.1 0.7 -0.2
H -0.673202 -4.025824 2.413058 0.3 0.3 -0.2
C 1.635080 -2.211401 0.767074 -0.4 -0.1 0.3
C 1.906272 -1.889032 2.129195 -0.6 -0.4 -0.2
H 2.750486 -1.296900 2.485005 -0.4 0.0 -0.1
H 0.969046 -2.620671 4.030025 -0.2 0.2 -0.5
H 0.156843 -3.641492 -0.146776 0.1 0.2 0.3
H 2.214556 -1.866533 -0.089319 -0.2 -0.1 0.2
O 1.533952 0.703040 -1.786096 -2.0 1.5 1.3
C 0.250881 0.001432 -1.706488 0.4 -1.4 -0.7
C -0.930687 1.009596 -1.726823 1.0 0.3 0.7
H 0.322356 -0.822783 -0.948140 -0.3 0.9 0.2
H 0.173574 -0.523825 -2.683119 0.2 0.0 2.0
C -0.181894 2.290854 -2.102073 0.5 0.2 -1.2
H -1.341222 1.200863 -0.733103 -0.2 -0.2 -0.1
H -1.724770 0.685461 -2.414062 0.3 0.2 0.2
C 1.156000 2.069587 -1.375481 0.2 -0.1 -0.4
H -0.728430 3.239928 -1.971726 0.3 -0.4 0.6
H 0.062000 2.277363 -3.178955 -0.1 0.1 0.9
H 0.988234 2.178547 -0.285173 0.4 -0.4 -0.3
H 1.967878 2.740193 -1.688677 -0.3 -0.2 0.1
Cl 2.573612 3.309677 8.482287 0.3 0.4 0.8
C 2.000630 2.585231 7.056796 -0.5 -0.6 -1.3
C 1.119276 1.490808 7.159977 0.4 0.3 -0.7
C 0.663918 0.903735 5.973864 0.0 0.3 0.4
C 1.034600 1.401353 4.715699 0.2 0.0 0.1
C 1.936478 2.487679 4.630895 -0.3 -0.3 0.2
C 2.418770 3.092282 5.806339 -0.5 -0.6 -0.1
C 0.421829 0.699764 3.519494 -0.4 -0.7 0.2
O -0.335220 -0.317630 3.758938 1.0 1.7 -0.7
O 0.643872 1.079563 2.315690 -0.6 -0.5 0.6
H 0.812626 1.109231 8.139334 0.2 0.2 -0.4
H -0.014607 0.049788 6.023491 0.2 0.3 -0.1
H 2.253384 2.842497 3.641611 -0.2 -0.1 0.5
H 3.087878 3.957720 5.751212 -0.3 -0.5 0.1
```
Positions in Å, forces in eV/Å.

Calculated values
- E_LUMO (alpha / beta): 0.44 / -0.48 eV
- 2S+1: 2
- Gap between HOMO and LUMO (alpha / beta): 8.292 / 7.366 eV
- ⟨S²⟩: 0.75



# 4
Formula: C4H7N3
Source: the OMol25 dataset
Level of theory: ωB97M-V/def2-TZVPD

Geometry as XYZ:
```
14
Properties=species:S:1:pos:R:3:forces:R:3
H 2.799714 -1.450377 -0.490039 -0.2 0.0 0.0
N 1.977258 -1.504512 0.112914 -0.1 0.4 -0.1
C 1.427893 -0.365336 0.229357 0.1 -0.3 -0.1
C 1.939425 0.820887 -0.483659 0.3 0.7 -0.5
N 2.291114 1.722559 -1.120603 -0.3 -0.9 0.7
N 0.265998 -0.187010 0.982188 0.1 0.3 0.1
C -1.028546 -0.569938 0.405667 -0.2 -0.1 0.0
C -1.708427 0.565550 -0.366327 0.0 0.0 0.0
H 0.227093 0.724033 1.421119 0.0 0.0 -0.2
H -0.853731 -1.436475 -0.239746 0.0 0.1 0.1
H -1.674119 -0.898200 1.227333 0.1 0.0 -0.1
H -1.128187 0.861459 -1.250046 -0.1 -0.1 0.2
H -1.825397 1.455014 0.268383 0.0 -0.2 -0.1
H -2.710091 0.262343 -0.696545 0.2 0.0 0.1
```
Positions in Å, forces in eV/Å.

Calculated values
- E_LUMO: 0.29 eV
- Gap between HOMO and LUMO: 10.142 eV
- SMILES string: [H]/N=C(\C#N)NCC



Quick rundown of energy relative to the best compared isomer or geometry (same formula, charge and spin), same order as above: 0.204; 1.230; 1.096; 0.929 eV